Entry 1:
{"formula": "H4OS", "method": "ωB97M-V with the def2-TZVPD basis set", "species": ["H", "O", "H", "H", "S", "H"], "coordinates": [[-1.4822, -0.0135, -0.4183], [-2.4512, 0.0947, -0.5509], [-2.7745, 0.4873, 0.2915], [2.7107, -1.0902, 0.1988], [1.6424, -0.2826, 0.0642], [2.3548, 0.8043, 0.4147]], "forces_ev_per_a": [[-1.01, 0.11, -0.10], [0.64, 0.31, 1.00], [0.40, -0.44, -0.90], [-0.19, 0.09, -0.02], [0.30, 0.07, 0.07], [-0.13, -0.15, -0.06]], "mulliken_charge": [0.31, -0.65, 0.32, 0.17, -0.31, 0.15], "e_above_lowest_ev": 0.092, "gap_ha": 0.3964, "smiles": "O.S"}



Entry 2:
{"formula": "C9H9ClN4O", "method": "ωB97M-V with the def2-TZVPD basis set", "species": ["C", "H", "H", "H", "Cl", "C", "H", "O", "C", "C", "H", "C", "C", "C", "H", "N", "H", "N", "C", "N", "H", "C", "H", "N"], "coordinates": [[2.0198, -1.3997, -0.4064], [3.9745, -2.1161, 0.5274], [2.7213, -0.2492, 1.8710], [-0.3657, 1.4824, -0.5482], [-2.3480, -2.1619, 0.9083], [-0.0994, -1.0265, 0.0985], [-5.0995, 1.4371, -0.2498], [0.0233, -1.8855, -1.1058], [-2.1341, 2.4509, -0.9770], [-1.3694, 1.4379, -0.4932], [3.9267, -1.9910, -1.3271], [1.6916, 0.1888, 1.5758], [1.1667, -0.6953, 0.4999], [-4.0273, 1.3632, -0.4023], [1.1225, 0.3911, 2.3593], [1.3188, -2.0565, -1.2923], [2.0400, 1.0935, 1.0613], [-3.4736, 2.3879, -0.9484], [3.5256, -1.5114, -0.3517], [-1.3741, -0.6856, 0.5438], [-1.7718, 3.4331, -1.2602], [-2.0757, 0.3355, 0.0841], [3.9840, -0.5776, -0.3186], [-3.3763, 0.3549, 0.1515]], "forces_ev_per_a": [[0.07, -0.58, -0.15], [-1.15, 0.83, -1.30], [-1.77, 0.48, 0.09], [3.27, 0.03, 0.02], [0.83, 1.13, -0.07], [0.91, -0.75, -1.65], [-0.06, -0.51, -0.24], [-1.05, 2.29, 3.06], [-0.88, 0.30, 0.55], [-2.87, -0.55, 0.29], [-0.88, 0.58, 1.63], [4.85, -1.35, -3.77], [-1.35, -0.65, -0.04], [-0.20, 0.09, 0.98], [-2.61, 0.77, 3.33], [1.69, -0.51, -0.50], [-0.40, 0.28, 0.31], [0.03, 1.77, -1.02], [0.50, -2.85, -0.89], [1.04, -4.24, 1.22], [0.48, -0.33, -0.41], [-0.45, 3.28, -2.20], [0.68, 1.82, 0.18], [-0.67, -1.34, 0.57]], "mulliken_charge": [0.71, 0.28, 0.31, 0.58, -0.06, -0.22, 0.37, -0.14, -0.42, -0.32, 0.32, -1.52, 0.81, -0.11, 0.54, -0.59, 0.32, -0.57, -1.22, -0.15, 0.38, 0.90, 0.40, -0.58], "gap_ha": 0.3341, "smiles": "Cc1noc(N(Cl)c2ccncn2)c1C"}



Entry 3:
{"formula": "C5H10NO", "method": "ωB97M-V with the def2-TZVPD basis set", "species": ["H", "C", "H", "C", "H", "N", "H", "H", "C", "C", "H", "H", "H", "H", "O", "H", "C"], "coordinates": [[1.9698, 1.9582, 1.0103], [0.9923, 0.5361, 0.3132], [-1.9000, 0.2164, -0.4988], [0.2113, 0.0953, -0.9423], [1.1240, -0.9618, 1.8904], [1.8244, 1.5282, 0.0924], [0.2292, 0.9587, -1.6299], [1.4588, 1.6568, 3.1813], [0.5981, -0.0826, 1.5063], [-1.8265, -1.6875, -1.3447], [-0.3995, 0.1827, 1.7294], [1.5982, 2.2628, -0.5674], [-1.7567, -2.7566, -1.1787], [0.8965, -0.7920, -1.2774], [-2.7440, -1.3617, -2.0828], [-1.1312, -1.1680, 0.3670], [-1.1450, -0.5850, -0.5684]], "forces_ev_per_a": [[1.15, 0.04, -0.03], [-0.94, 0.97, -4.22], [0.15, -0.45, 0.12], [1.36, -2.56, 0.95], [-0.45, 0.25, 0.04], [-1.31, 0.37, 3.00], [-0.43, -0.93, -0.12], [-0.70, -1.63, -1.57], [2.63, 1.32, 3.00], [-2.47, 1.50, -2.68], [-0.98, -0.27, 0.60], [0.33, -0.57, -0.95], [1.03, -0.38, 0.52], [-0.83, 1.67, -0.06], [1.05, -0.43, 0.55], [0.64, 0.90, 0.36], [-0.25, 0.21, 0.49]], "mulliken_charge": [0.18, 0.49, 0.31, -0.30, 0.20, -0.32, 0.46, 0.16, -0.77, -0.27, 0.49, 0.34, 0.40, 0.31, -0.41, 0.31, -0.57], "e_above_lowest_ev": 8.000, "gap_ha": 0.2385, "charge": 1}



Entry 4:
{"formula": "C5H10O2", "method": "ωB97M-V with the def2-TZVPD basis set", "species": ["H", "H", "C", "H", "H", "C", "H", "H", "H", "C", "O", "H", "H", "C", "C", "O", "H"], "coordinates": [[-1.6096, 1.3793, -0.9176], [2.3603, 0.1988, -0.5455], [0.1335, -0.2563, 0.6871], [3.3632, -0.0817, 0.9118], [-0.8393, -0.2154, 2.5855], [2.4678, -0.3958, 0.3721], [-1.9109, 0.0751, 1.1924], [-2.6690, 0.5292, -2.0839], [-0.9385, 0.7890, -2.4591], [-0.1273, -0.7316, -0.5360], [1.3756, -0.1744, 1.2374], [0.6204, -1.1701, -1.1935], [-0.7969, 1.3491, 1.7631], [-1.6630, 0.5720, -1.6612], [-0.9209, 0.2712, 1.6083], [-1.4036, -0.6834, -1.0592], [2.5580, -1.4551, 0.0984]], "forces_ev_per_a": [[-0.04, -0.10, -0.13], [0.04, -0.07, 0.15], [-0.20, -0.01, -0.12], [-0.13, -0.08, -0.07], [0.01, 0.05, -0.13], [0.21, -0.06, -0.14], [0.14, 0.04, 0.10], [0.11, 0.01, 0.04], [-0.11, -0.06, 0.10], [0.34, 0.01, 0.12], [-0.10, 0.01, 0.02], [-0.07, 0.14, 0.10], [0.00, -0.15, -0.02], [-0.11, 0.19, -0.14], [-0.04, 0.01, 0.01], [-0.05, -0.04, 0.06], [-0.02, 0.13, 0.05]], "mulliken_charge": [0.28, 0.36, 0.78, 0.24, 0.38, -0.83, 0.33, 0.22, 0.32, -0.39, -0.38, 0.49, 0.28, -0.69, -1.29, -0.41, 0.32], "e_above_lowest_ev": 2.549, "gap_ha": 0.3486, "smiles": "CO/C=C(\\C)OC"}